18
Properties=species:S:1:pos:R:3:mulliken_charge:R:1 method="wB97M-V/def2-TZVPD" orbital_gap_ev=10.3 de_lowest_kcal_mol=25.8
C -1.195 -1.157 1.048 -0.79
N -1.364 0.295 1.016 -0.14
C -0.463 1.130 1.562 0.22
O -0.573 2.344 1.465 -0.68
H -0.195 -1.385 1.395 0.30
H -1.983 -1.579 1.677 0.27
H -1.281 -1.464 0.007 0.29
H -2.093 0.679 0.437 0.24
H 0.440 0.637 1.933 0.28
O 1.246 -1.240 -2.054 -0.63
H 0.676 -0.770 -2.663 0.31
H 1.996 -1.460 -2.630 0.31
O -1.666 2.667 -0.952 -0.67
H -1.760 3.600 -1.073 0.31
H -1.274 2.626 -0.070 0.37
O 3.366 -1.543 -0.051 -0.64
H 2.721 -0.988 -0.513 0.36
H 3.403 -2.390 -0.533 0.30